Entry from the Open Molecules 2025 dataset: a molecular structure, C16H40BrFLi3NNaNbO7 in a non-equilibrium geometry (wB97M-V/def2-TZVPD).

Last column: Mulliken charge in e.
CARTESIAN COORDINATES (ANGSTROEM)
Nb1 3.02 -5.26 -4.81  -0.489
Br1 6.38 -5.28 -9.58  -0.253
Na1 -0.82 5.86 1.15  -0.076
F1 3.00 0.59 -0.36  -0.887
O1 -4.61 4.62 8.61  -0.327
O2 -3.77 2.99 7.31  -0.257
O3 -3.49 8.47 2.02  -0.485
O4 -1.79 0.49 4.48  -0.667
O5 -3.87 5.13 6.51  -0.518
O6 5.33 -6.69 -7.76  -0.367
O7 -0.45 2.05 -1.19  -0.368
N1 -2.24 2.69 4.35  -0.021
C1 0.56 0.48 -3.03  0.168
C2 -1.58 1.57 3.93  0.815
C3 -4.90 3.39 9.24  -0.491
C4 -4.38 1.02 8.56  -1.405
C5 -1.57 1.14 -0.83  -0.578
C6 3.79 -5.30 -2.62  -0.895
C7 -2.13 4.03 3.84  -0.689
C8 -0.61 1.71 2.79  -1.084
C9 6.47 -6.26 -7.24  -0.724
C10 1.46 -3.70 -4.09  -0.914
C11 0.75 1.27 -1.57  -0.462
C12 1.90 -1.05 -4.83  -0.546
C13 1.86 -0.54 -3.29  -0.307
C14 1.33 -2.52 -5.18  -0.059
C15 -4.06 4.32 7.40  0.587
C16 -3.91 2.46 8.61  0.426
Li1 1.03 -5.87 -7.46  0.913
Li2 -1.75 6.51 3.86  0.348
Li3 -0.94 -2.19 -4.32  0.889
H1 -1.42 4.11 3.02  0.011
H2 6.48 -5.24 -6.82  0.374
H3 2.98 -5.89 -2.02  0.268
H4 2.81 0.15 -3.13  0.316
H5 1.92 -2.88 -6.16  0.179
H6 0.20 2.40 3.07  0.304
H7 1.26 -0.27 -5.46  0.256
H8 -0.40 -0.19 -3.03  -0.385
H9 2.32 -5.29 -6.48  -0.364
H10 0.42 -4.29 -4.07  0.093
H11 -3.60 0.38 8.13  0.356
H12 -4.63 0.64 9.55  0.388
H13 3.72 -4.17 -2.26  0.265
H14 4.15 -3.88 -5.24  0.096
H15 1.89 -6.66 -4.40  0.050
H16 0.19 -2.46 -5.54  0.033
H17 1.91 -1.34 -2.45  0.208
H18 3.00 -0.91 -5.24  0.295
H19 -2.88 2.51 5.11  0.131
H20 -2.00 0.65 -1.81  0.150
H21 -5.26 0.92 7.91  0.354
H22 -3.12 4.35 3.50  0.399
H23 4.87 -5.75 -2.55  0.325
H24 1.70 1.97 -1.58  0.316
H25 -1.20 0.29 -0.08  0.256
H26 0.52 1.31 -3.88  0.136
H27 -2.93 2.52 9.11  0.226
H28 -1.12 2.06 1.89  0.192
H29 6.89 -6.84 -6.39  0.343
H30 7.35 -6.22 -7.91  0.359
H31 0.94 0.48 -0.70  0.285
H32 -4.07 9.15 2.40  0.273
H33 -5.94 3.13 9.03  0.305
H34 4.34 -6.44 -5.33  0.144
H35 -2.47 1.70 -0.33  0.243
H36 -0.16 0.73 2.57  0.325
H37 -1.82 4.68 4.66  0.246
H38 1.70 -3.42 -2.99  0.364
H39 -3.77 8.42 1.09  0.287
H40 -4.77 3.47 10.32  0.324

Its spin multiplicity is 1. The calculation puts the energy at -4130.01530 a.u. As for the net charge: 0. As for the gap between HOMO and LUMO: 0.80 eV. Its lowest unoccupied orbital energy is -3.34 eV.



Entry from the Open Molecules 2025 dataset: a molecular structure, C25H23F6N11O6S2SeZr (wB97M-V/def2-TZVPD).

Last column: Mulliken charge in e.
CARTESIAN COORDINATES (ANGSTROEM)
Zr1 -0.41 -0.59 0.35  -0.403
Se1 -4.04 0.23 -2.93  -0.163
S1 1.93 -3.35 -0.29  1.009
S2 1.51 -1.65 -2.42  1.127
F1 4.14 -1.98 -0.05  -0.216
F2 3.80 -3.44 1.51  -0.198
F3 1.96 -2.75 -4.75  -0.194
F4 0.50 -1.14 -4.74  -0.195
F5 -0.03 -3.10 -3.98  -0.183
F6 4.43 -4.09 -0.45  -0.201
O1 0.29 -1.14 -1.80  -0.153
O2 2.55 -0.70 -2.68  -0.728
O3 1.29 -2.30 0.50  -0.124
O4 1.56 -4.70 -0.05  -0.684
O5 -1.24 -3.51 3.43  -0.739
O6 0.58 3.01 1.95  -0.758
N1 1.97 -3.02 -1.82  -0.616
N2 -2.68 2.13 0.91  -0.299
N3 1.87 1.98 -1.23  0.250
N4 -2.34 -0.35 -0.62  -0.579
N5 -0.36 1.41 -0.92  1.048
N6 0.23 3.12 -2.39  0.373
N7 -0.42 0.93 1.96  0.325
N8 -0.67 -1.60 2.25  0.213
N9 -1.39 -2.75 0.01  0.507
N10 1.75 0.27 0.36  0.799
N11 3.76 1.36 -0.08  -0.476
C1 0.95 -2.21 -4.08  0.420
C2 0.66 -1.62 4.36  -1.007
C3 2.43 1.15 -0.28  -0.221
C4 -1.62 4.28 0.90  -0.549
C5 -2.57 -5.25 -0.13  -0.500
C6 -3.76 2.69 0.38  -0.280
C7 -1.60 -3.47 1.11  0.397
C8 -3.03 -0.13 -1.54  0.255
C9 0.28 0.41 3.07  1.065
C10 -1.15 -2.86 2.41  0.311
C11 1.46 -0.90 5.24  -0.755
C12 -2.19 -4.72 1.09  -0.784
C13 -0.37 2.27 1.72  0.768
C14 0.52 2.14 -1.49  -0.408
C15 -2.36 -4.50 -1.28  -1.010
C16 0.08 -0.97 3.28  0.480
C17 1.10 1.11 3.96  -0.973
C18 -2.76 4.85 0.37  -0.552
C19 3.69 -3.22 0.21  0.536
C20 -3.86 4.04 0.09  -0.614
C21 -1.62 2.91 1.15  0.126
C22 -1.78 -3.25 -1.17  -0.194
C23 1.18 4.17 -2.71  -1.228
C24 1.67 0.45 5.04  -0.811
C25 -1.14 3.25 -2.85  -0.974
H1 1.66 4.56 -1.81  0.408
H2 1.95 3.84 -3.42  0.282
H3 -4.59 2.02 0.18  0.503
H4 -1.79 3.68 -2.09  0.264
H5 2.51 2.47 -1.83  0.313
H6 4.27 0.60 0.33  0.246
H7 -1.62 -2.63 -2.04  0.489
H8 0.48 -2.67 4.51  0.479
H9 -0.73 4.85 1.13  0.499
H10 1.28 2.16 3.80  0.503
H11 -2.65 -4.86 -2.26  0.477
H12 2.30 -0.18 1.08  -0.032
H13 -2.32 -5.24 2.02  0.565
H14 -1.16 3.89 -3.73  0.442
H15 -3.03 -6.23 -0.19  0.433
H16 4.28 1.90 -0.74  0.194
H17 2.30 1.02 5.72  0.400
H18 1.92 -1.41 6.08  0.407
H19 -1.55 2.27 -3.15  0.219
H20 -4.77 4.44 -0.33  0.418
H21 -2.80 5.91 0.17  0.423
H22 -1.30 1.70 -1.15  -0.566
H23 0.64 4.99 -3.18  0.397

Its spin multiplicity is 1. The calculation puts the energy at -5864.57321 a.u. Its energy above the lowest of the compared OMol25 structures with the same formula, charge and spin is 1.167 eV. As for the net charge: 0. As for the gap between HOMO and LUMO: 7.22 eV. Its lowest unoccupied orbital energy is -0.12 eV.



Entry from the Open Molecules 2025 dataset: 2 unconnected molecules or ions with the total composition C19H37IN5O6S2 in a non-equilibrium geometry (wB97M-V/def2-TZVPD).

Last column: natural (NBO) charge in e.
CARTESIAN COORDINATES (ANGSTROEM)
I1 0.63 -1.43 -2.44  0.111
S1 2.89 -3.04 1.39  2.281
S2 -0.19 -6.30 -1.10  1.215
O1 2.54 -3.69 2.65  -0.924
O2 -1.87 -0.47 -3.74  -0.476
O3 4.30 -2.71 1.29  -0.897
O4 2.59 -4.15 0.19  -0.870
O5 -0.75 -5.48 -2.22  -0.981
O6 4.11 2.52 2.10  -0.448
N1 2.47 2.93 0.53  -0.313
N2 1.37 2.17 0.27  -0.148
N3 -1.41 -0.34 0.63  -0.665
N4 -0.42 1.31 -0.94  -0.332
N5 1.08 2.09 -3.44  -0.630
C1 1.21 -7.23 -1.76  -0.831
C2 3.01 2.95 1.89  0.689
C3 2.30 4.39 0.17  -0.441
C4 -1.10 -0.22 -2.87  0.467
C5 0.98 0.60 2.42  -0.473
C6 1.17 -1.00 2.39  -0.413
C7 0.64 2.18 -0.92  0.421
C8 2.21 3.56 3.12  -0.731
C9 -0.43 0.63 0.31  0.334
C10 -1.42 1.05 -1.98  -0.345
C11 -2.66 1.77 1.43  -0.424
C12 -2.55 0.18 1.44  -0.227
C13 -1.27 -7.72 -0.89  -0.826
C14 0.70 1.18 1.02  0.154
C15 1.87 -1.52 1.07  -0.662
C16 -5.07 2.34 0.81  -0.614
C17 0.82 2.97 -2.25  -0.290
C18 0.31 2.64 -4.58  -0.433
C19 -4.08 2.19 2.05  -0.395
H1 2.08 2.11 -3.61  0.380
H2 0.22 -1.53 2.64  0.219
H3 0.60 2.11 -5.53  0.236
H4 2.59 3.15 4.08  0.268
H5 1.57 -7.93 -1.01  0.235
H6 1.88 -1.25 3.23  0.261
H7 0.06 0.75 3.06  0.247
H8 -3.49 -0.16 0.91  0.205
H9 2.00 -6.52 -2.01  0.244
H10 1.73 -4.58 0.37  0.502
H11 1.62 3.75 -2.25  0.229
H12 -3.96 3.15 2.60  0.219
H13 -2.38 0.80 -1.43  0.275
H14 -0.83 -8.41 -0.16  0.234
H15 2.55 -0.78 0.59  0.266
H16 0.52 3.75 -4.70  0.180
H17 -2.23 -7.37 -0.51  0.243
H18 0.91 -7.76 -2.66  0.239
H19 -6.09 2.70 1.11  0.234
H20 2.82 4.58 -0.80  0.229
H21 2.80 5.06 0.92  0.243
H22 2.18 4.67 3.07  0.251
H23 -1.41 -8.23 -1.84  0.240
H24 -5.15 1.33 0.32  0.200
H25 1.15 3.19 2.99  0.216
H26 1.84 0.99 3.00  0.254
H27 -2.68 2.17 0.38  0.196
H28 1.21 4.66 0.12  0.215
H29 -1.65 1.96 -2.58  0.261
H30 -4.44 1.33 2.68  0.211
H31 -0.17 3.48 -2.47  0.228
H32 -1.01 -1.20 1.00  0.405
H33 -0.80 2.54 -4.47  0.195
H34 -4.61 3.00 0.02  0.197
H35 1.04 -1.88 0.39  0.246
H36 -2.61 -0.24 2.47  0.209
H37 -1.84 2.25 2.03  0.206

Its spin multiplicity is 1. The calculation puts the energy at -2565.03786 a.u. As for the net charge: +1. As for the gap between HOMO and LUMO: 8.24 eV. Its lowest unoccupied orbital energy is -2.78 eV.



Entry from the Open Molecules 2025 dataset: 2 unconnected molecules or ions with the total composition C6H11P in a non-equilibrium geometry (wB97M-V/def2-TZVPD).

Last column: natural (NBO) charge in e.
CARTESIAN COORDINATES (ANGSTROEM)
P1 0.65 -0.02 -0.06  0.997
C1 -0.75 -0.95 -0.77  -0.732
C2 0.93 1.60 -0.85  -0.969
C3 -1.75 0.23 1.07  -0.161
C4 2.69 -0.78 1.49  -0.489
C5 -2.08 -0.48 -0.30  -0.448
C6 -0.48 0.53 1.24  -0.518
H1 -0.05 2.18 -0.98  0.230
H2 -0.08 1.02 2.12  0.237
H3 2.08 -1.45 2.09  0.100
H4 3.28 -1.36 0.77  0.108
H5 -0.56 -1.15 -1.92  0.248
H6 1.29 1.40 -1.86  0.235
H7 -0.57 -1.95 -0.17  0.248
H8 -2.70 -1.37 -0.12  0.216
H9 -2.45 0.61 1.76  0.211
H10 -2.66 0.10 -0.91  0.217
H11 1.55 2.35 -0.26  0.270

Its spin multiplicity is 1. The calculation puts the energy at -576.36701 a.u. Its energy above the lowest of the compared OMol25 structures with the same formula, charge and spin is 4.098 eV. As for the net charge: 0. As for the gap between HOMO and LUMO: 8.23 eV. Its lowest unoccupied orbital energy is 0.45 eV.



Entry from the Open Molecules 2025 dataset: C7H9BO2S in the gas phase in a non-equilibrium geometry (wB97M-V/def2-TZVPD).

Last column: natural (NBO) charge in e.
CARTESIAN COORDINATES (ANGSTROEM)
S1 -0.49 -3.89 1.05  0.504
O1 -0.02 -0.17 0.95  -0.646
O2 -1.62 0.89 -1.30  -0.842
C1 -0.73 1.65 -0.66  0.094
C2 1.88 -4.62 0.40  -0.265
C3 0.62 -2.67 0.42  -0.717
C4 -0.54 1.16 0.86  -0.104
C5 -1.06 3.06 -0.55  -0.640
C6 0.71 -5.16 0.88  -0.336
C7 1.87 -3.28 0.21  -0.137
B1 0.11 -1.28 0.40  1.270
H1 0.54 -6.11 1.29  0.245
H2 -1.10 3.47 -1.50  0.227
H3 0.31 1.57 -1.16  0.090
H4 -0.27 3.79 -0.19  0.189
H5 2.61 -2.71 -0.11  0.222
H6 2.84 -5.26 0.39  0.245
H7 -1.53 1.02 1.38  0.202
H8 0.10 1.93 1.38  0.200
H9 -1.89 3.46 0.19  0.200

Its spin multiplicity is 1. The calculation puts the energy at -845.50054 a.u. Its energy above the lowest of the compared OMol25 structures with the same formula, charge and spin is 5.378 eV. As for the net charge: 0. As for the gap between HOMO and LUMO: 5.65 eV. Its lowest unoccupied orbital energy is -1.28 eV.



Entry from the Open Molecules 2025 dataset: C3H9NO3 in the gas phase in a non-equilibrium geometry (wB97M-V/def2-TZVPD).

Last column: natural (NBO) charge in e.
CARTESIAN COORDINATES (ANGSTROEM)
O1 0.26 0.78 -2.23  -0.734
O2 -1.26 -0.50 -0.32  -0.771
O3 1.54 -0.98 -1.53  -0.708
N1 0.74 0.63 0.09  -0.658
C1 -0.17 -0.35 0.57  0.234
C2 -0.73 0.15 1.98  -0.644
C3 1.22 0.36 -1.31  0.498
H1 -1.86 -1.16 0.08  0.484
H2 0.31 1.55 0.07  0.367
H3 0.04 0.65 2.57  0.228
H4 0.69 -1.40 -1.77  0.474
H5 -1.59 0.82 1.84  0.212
H6 2.13 0.95 -1.48  0.154
H7 0.32 -1.31 0.72  0.170
H8 -0.58 0.53 -1.81  0.488
H9 -1.07 -0.72 2.54  0.205

Its spin multiplicity is 1. The calculation puts the energy at -400.17448 a.u. Its energy above the lowest of the compared OMol25 structures with the same formula, charge and spin is 1.279 eV. As for the SMILES: C[C@@H](O)NC(O)O. As for the net charge: 0. As for the gap between HOMO and LUMO: 10.41 eV. Its lowest unoccupied orbital energy is 0.56 eV.